1.
Here is 2 unconnected molecules or ions with the total composition C5H14NOS at a distorted geometry from OMol25. Energies are from wB97M-V/def2-TZVPD.

## Properties
net charge = -1
LUMO = 0.129 hartree

Each line ends with the natural charge from an NBO analysis.
CARTESIAN COORDINATES (ANGSTROEM)
N  0.2634  -0.4283  0.5550  -0.669
C  1.1842  1.6631  1.7037  -0.651
H  2.3027  -0.1289  0.9708  0.176
C  1.3956  0.4644  0.7859  -0.230
S  -1.6252  1.4207  -2.7033  -0.737
H  1.5181  1.4973  2.7160  0.197
H  0.1315  1.7930  -1.3515  0.202
O  1.2217  -3.3212  -0.5502  -0.960
H  -1.8114  -1.8531  -1.0844  0.207
H  -2.1715  -1.0316  0.5208  0.175
H  -0.3570  -0.5341  1.3558  0.344
H  0.8538  -3.4776  0.3198  0.468
C  -0.5383  -0.1755  -0.6868  -0.060
H  0.8321  -2.4990  -0.8796  0.491
H  -1.2744  1.8035  -0.2153  0.168
C  -1.8705  -0.9150  -0.5241  -0.639
H  1.6240  0.8437  -0.2161  0.200
H  1.5770  2.5558  1.2027  0.216
H  0.1422  1.9996  1.6306  0.222
H  0.0563  -0.5997  -1.4998  0.172
C  -0.7672  1.3008  -1.0446  -0.544
H  -2.6871  -0.3778  -1.0054  0.254


2.
Here is a gas-phase ion, C6H8N (charge +1) at a distorted geometry from OMol25. Energies are from wB97M-V/def2-TZVPD.

## Properties
net charge = +1
LUMO = -0.237 hartree
SMILES = C[C@@H]1[C@H]2C=[N+]=C[C@@H]12

Each line ends with the natural charge from an NBO analysis.
CARTESIAN COORDINATES (ANGSTROEM)
H  -1.2160  0.6845  -0.1817  0.240
C  0.8804  1.5266  -0.5240  0.299
H  -1.5404  -1.2162  -1.6299  0.266
H  1.2616  -0.3995  -1.3356  0.302
C  0.7708  0.1410  -0.5511  -0.363
C  -1.1921  -1.4685  -0.6040  -0.649
C  0.5870  -0.2480  0.8886  -0.299
C  0.6361  0.9770  1.5710  0.296
H  0.9032  2.0701  -1.4211  0.242
C  -0.6207  -0.1729  -0.2308  0.049
N  0.8631  1.9771  0.7093  -0.432
H  -2.0823  -1.6895  0.0918  0.274
H  0.7809  -1.1607  1.2531  0.276
H  0.3763  1.2019  2.6048  0.260
H  -0.4081  -2.2229  -0.6405  0.240


3.
Here is 2 unconnected molecules or ions with the total composition C5H14N2O at a distorted geometry from OMol25. Energies are from wB97M-V/def2-TZVPD.

## Properties
LUMO = 0.034 hartree
SMILES = C=CC[C@H](N)CN.O

Each line ends with the natural charge from an NBO analysis.
CARTESIAN COORDINATES (ANGSTROEM)
H  0.5021  2.2219  3.2476  0.198
H  0.1167  3.0716  1.8994  0.194
H  -0.5667  1.1170  0.4753  0.184
H  -0.8034  -0.7265  2.7821  0.229
H  -1.3748  -1.3165  0.3062  0.190
H  0.0140  3.8774  -5.7046  0.467
H  0.3346  -3.3301  1.5352  0.340
H  -0.3530  -1.9337  -1.8221  0.347
H  -1.0990  -3.3537  0.8204  0.343
H  -0.8886  4.6797  -4.7944  0.468
C  -0.0159  -0.5194  1.9560  -0.458
N  0.3081  -1.3186  -1.4575  -0.840
H  1.2507  -2.6590  -0.0987  0.190
H  0.9812  -0.5527  2.3079  0.218
C  -0.3800  -1.5616  0.8757  -0.065
C  -0.1702  1.0368  1.5685  -0.148
O  -0.0301  4.2909  -4.8725  -0.934
H  0.0616  -0.3228  -1.4792  0.367
N  -0.5857  -2.9244  1.5517  -0.811
C  0.7475  -1.7538  -0.1794  -0.253
C  0.2140  2.0689  2.2814  -0.421
H  1.6354  -1.0249  -0.1673  0.197


4.
Here is a single C25H34F3NO4 molecule at a distorted geometry from OMol25. Energies are from wB97M-V/def2-TZVPD.

## Properties
LUMO = 0.002 hartree
SMILES = CCO[C@@H]1OC(C(=O)N2CCCCCCC2)=C[C@H](c2ccc(C(F)(F)F)cc2)[C@H]1CCCO

Each line ends with the natural charge from an NBO analysis.
CARTESIAN COORDINATES (ANGSTROEM)
H  0.2130  2.1546  -2.0109  0.231
C  3.9549  2.3518  -2.7572  -0.263
O  3.3630  -2.0319  -5.5656  -0.733
H  -2.0911  2.6904  4.4245  0.177
H  0.9672  -1.8396  0.5630  0.110
H  4.9560  2.5440  -2.8687  0.229
H  -1.9267  -1.3698  2.2746  0.206
H  -0.3201  -1.2163  4.7194  0.202
C  -1.3911  -3.4837  0.1192  -0.055
C  -4.2093  0.1005  3.2917  -0.456
H  0.0856  0.3134  2.9994  0.199
H  -3.8388  -1.5075  4.8202  0.159
H  -3.3114  -3.6996  0.7149  0.214
H  1.5872  -2.6144  -1.8899  0.227
F  2.8242  4.7865  -5.0982  -0.235
C  -2.6355  2.0122  3.4711  -0.179
H  3.4927  -0.9700  -5.7551  0.452
C  0.1679  -1.4296  -0.1679  0.410
O  -0.8173  -0.8411  0.4688  -0.491
C  2.0343  1.3473  -1.6528  0.105
H  1.2760  -1.3589  -3.9394  0.179
H  -1.0039  -3.5631  1.0983  0.184
C  1.2941  2.2542  -2.2131  -0.290
H  1.2372  3.5352  -3.7790  0.159
H  -1.8457  -0.3170  5.3514  0.169
H  3.9907  -1.8128  -3.5716  0.170
H  -3.1694  -3.1044  -0.9321  0.224
H  -1.2044  -4.4287  -0.3819  0.193
C  2.0372  -1.2571  -3.5404  -0.409
H  2.8486  -1.4824  -1.3448  0.136
H  -0.2636  1.1117  4.2329  0.160
H  -3.7057  0.1550  2.2670  0.245
F  4.3123  3.3448  -5.6185  -0.359
H  0.0363  -0.4893  -1.9563  0.230
H  -4.1934  -1.9709  3.2066  0.186
C  3.6641  4.1222  -4.6040  1.005
H  -1.8899  -2.4307  3.7034  0.157
C  -0.6988  0.7408  3.6254  -0.183
H  -4.4091  1.8451  4.4532  0.214
H  2.3084  0.0905  0.0560  0.206
C  0.5089  1.2057  0.2157  -0.228
C  -1.4813  1.2699  1.4799  0.645
F  4.8591  4.7343  -3.8186  -0.402
O  -2.6443  1.8223  0.5794  -0.711
C  -3.7221  -1.2651  3.6400  -0.330
C  1.6778  0.4223  -0.5269  -0.300
C  3.1136  -2.0960  -4.0619  -0.042
H  0.6642  2.3018  0.7201  0.265
C  3.6214  1.5137  -1.8588  -0.172
H  -2.9505  2.6112  2.6716  0.250
H  2.2749  -0.1776  -3.6009  0.203
C  -3.7564  1.0140  4.1320  -0.403
C  -0.3540  0.4981  0.6973  0.182
O  -0.6802  -2.3941  -0.8374  -0.581
C  -1.0852  -0.6074  4.3412  -0.380
C  1.5730  2.9666  -3.2532  -0.093
H  -5.2335  0.0077  3.3199  0.227
H  -2.8964  -1.9994  0.4424  0.230
H  2.8954  -3.2783  -4.0289  0.183
C  3.0815  3.1161  -3.5306  -0.106
C  -2.7408  -3.1224  0.0945  -0.639
H  4.2150  0.9347  -1.0805  0.222
C  1.7999  -1.6394  -2.0671  -0.329
N  -1.7227  1.2265  2.8313  -0.425
C  1.0595  -0.6043  -1.1681  -0.209
H  -3.6183  0.8836  5.0419  0.207
C  -2.1842  -1.6262  3.4120  -0.347


5.
Here is 2 unconnected molecules or ions with the total composition C4H12O2 at a distorted geometry from OMol25. Energies are from wB97M-V/def2-TZVPD.

## Properties
LUMO = 0.034 hartree
SMILES = CC[C@H](C)O.O

Each line ends with the natural charge from an NBO analysis.
CARTESIAN COORDINATES (ANGSTROEM)
H  3.7958  -3.8316  -1.6951  0.472
C  -0.6011  1.0115  0.0941  0.108
H  -2.4376  0.5024  -0.3782  0.465
H  -1.0380  2.7596  -1.0207  0.205
O  -1.5418  0.2429  -0.6125  -0.724
C  -0.1728  2.1902  -0.7758  -0.622
H  0.2170  0.3389  0.3514  0.167
O  3.9689  -4.5547  -2.3097  -0.943
H  -0.1899  0.3020  2.9656  0.204
H  -2.2336  1.8191  1.2955  0.191
H  -1.8308  0.5750  3.3545  0.212
H  -0.6103  2.3770  1.6910  0.207
C  -1.1579  0.4647  2.5050  -0.619
C  -1.1852  1.5282  1.4223  -0.422
H  -1.3312  -0.5351  2.0849  0.212
H  0.3118  1.8708  -1.7017  0.216
H  0.5764  2.7664  -0.2364  0.201
H  4.3873  -5.2714  -1.8283  0.471


6.
Here is a single C9H12F3OP molecule at a distorted geometry from OMol25. Energies are from wB97M-V/def2-TZVPD.

## Properties
2S+1 = 3
LUMO (spin up / spin down) = 0.033 / -0.099 hartree

Each line ends with the Löwdin spin population.
CARTESIAN COORDINATES (ANGSTROEM)
H  0.9549  4.2593  0.3251  0.000
F  0.2524  -2.6416  -0.2358  0.010
F  2.2199  -0.3981  -0.6793  0.000
H  -3.2128  -3.7632  -1.3266  0.061
C  1.3980  -0.2595  0.4193  0.018
C  -0.4409  -1.7971  -1.1450  0.133
O  -1.3204  -0.0024  0.9914  0.020
H  -1.9829  -3.5898  -0.0167  0.050
H  0.2868  -1.6000  -1.9111  0.023
F  0.3001  1.1531  -2.3450  0.000
C  0.7748  3.4819  -0.4806  0.005
H  0.2297  0.5173  2.4819  0.000
C  -1.7858  -2.2416  -1.4635  0.725
P  -0.3832  -0.1749  -0.0656  0.080
C  -0.1602  2.5880  -0.2754  0.001
C  1.2453  0.2875  2.7413  0.002
H  -1.4830  1.4892  -1.7092  0.001
H  -2.3216  -1.8754  -2.3921  0.028
H  3.0362  -0.3752  1.7542  0.001
H  1.6245  1.2482  3.0007  0.001
C  -0.4998  1.3469  -1.1828  0.008
C  1.9829  -0.1397  1.5719  0.013
H  1.1686  -0.3780  3.6466  0.000
C  -2.4106  -3.2671  -0.9281  0.821
H  1.5215  3.3928  -1.2567  0.000
H  -0.9943  2.7394  0.4810  0.000


7.
Here is 2 unconnected molecules or ions with the total composition C9H16FN4O3 from OMol25. Energies are from wB97M-V/def2-TZVPD.

## Properties
net charge = +1
LUMO = -0.109 hartree

Each line ends with the natural charge from an NBO analysis.
CARTESIAN COORDINATES (ANGSTROEM)
C  -3.4971  0.8979  2.5432  -0.623
N  -1.0175  -1.0219  1.5912  -0.338
C  -1.8869  -1.5200  0.7072  0.483
N  0.8938  -1.1441  -1.2852  -0.807
F  2.8726  1.1850  -1.6433  -0.365
N  -1.3089  -1.6360  -0.4819  -0.471
H  -3.4765  -2.1410  1.9936  0.239
H  1.0025  -0.5048  1.3657  0.450
H  0.9591  -1.8790  -1.9669  0.435
C  4.8823  1.6872  -2.8713  -0.130
H  -4.4070  1.2797  3.0034  0.237
H  -1.1623  -0.7760  2.5579  0.454
H  1.4933  -0.3381  -1.3425  0.435
H  4.9141  2.7024  -3.2541  0.222
C  -3.3109  -1.8172  0.9692  -0.476
O  4.8849  0.4967  -0.9206  -0.509
O  7.0332  -0.2042  -1.0303  -0.519
H  -2.7081  1.6141  2.7705  0.217
N  0.1611  -0.8624  0.9413  -0.354
H  -4.3832  -0.6289  -0.4741  0.228
C  -0.0555  -1.2141  -0.3375  0.581
C  -4.2156  -0.6145  0.6015  -0.381
H  -5.1821  -0.7802  1.0794  0.227
H  4.2407  2.4390  -0.8954  0.164
H  -2.7692  0.9971  0.4867  0.189
C  6.1485  0.4347  -1.4685  0.966
C  -3.6869  0.7494  1.0259  -0.413
H  -4.4142  1.4948  0.7031  0.235
O  6.1982  1.2248  -2.5652  -0.472
H  -3.2737  -0.0522  3.0317  0.176
H  4.4250  1.0243  -3.6079  0.205
C  4.1928  1.5529  -1.5288  0.443
H  -3.5464  -2.6453  0.3016  0.269


8.
Here is a single C2H4F4Si2 molecule at a distorted geometry from OMol25. Energies are from wB97M-V/def2-TZVPD.

## Properties
LUMO (spin up / spin down) = -0.042 / -0.049 hartree

Each line ends with the natural charge from an NBO analysis.
CARTESIAN COORDINATES (ANGSTROEM)
H  -0.2258  1.3566  -1.4900  0.282
C  -0.1476  0.3377  -1.0595  -1.469
F  -2.8868  1.0800  0.1537  -0.651
H  0.5181  0.3186  2.1332  0.225
F  2.1182  1.3155  -0.1285  -0.654
F  2.3472  -0.9100  -0.9148  -0.634
Si  1.3814  -0.0743  -0.0364  2.174
H  0.8595  -1.4720  1.8599  0.218
H  -0.4228  -0.2262  -1.9670  0.280
C  0.7482  -0.5079  1.5757  -1.152
F  -2.5795  -1.2779  -0.1818  -0.659
Si  -1.7103  0.0599  0.0556  2.039


9.
Here is a molecular structure, C16H30N3O7PtS2 from OMol25. Energies are from wB97M-V/def2-TZVPD.

## Properties
net charge = +1
LUMO = -0.120 hartree

Each line ends with the natural charge from an NBO analysis.
CARTESIAN COORDINATES (ANGSTROEM)
H  -2.2316  -0.9237  -0.0395  0.390
H  -1.8233  -0.6681  -1.5965  0.442
O  4.2749  -2.5174  -1.5229  -0.939
O  2.0602  -2.2303  -0.7058  -1.012
C  -3.1840  1.9547  1.9675  -0.437
C  -0.6420  -3.2004  1.9155  -0.646
H  -4.9865  1.5963  0.8696  0.213
H  5.2300  2.0762  -2.1263  0.229
H  -0.6330  -0.2381  2.1661  0.466
C  0.7589  -2.6528  2.0095  -0.077
H  2.8803  -1.4173  1.2650  0.241
H  -1.3518  -2.6505  2.5378  0.186
H  -1.1544  2.2352  2.6644  0.230
H  3.3277  3.3497  -3.0866  0.228
C  -3.9740  1.1863  0.9034  -0.055
C  -1.6990  1.6071  1.9599  -0.041
C  4.1566  0.2241  -2.0932  -0.186
N  -1.5841  -0.4125  -0.6344  -0.811
N  -4.0082  -0.2515  1.2805  -0.888
O  2.3732  -2.9022  -3.0571  -0.905
O  -0.6345  0.6824  -3.2234  -1.016
Pt  0.3135  -1.2798  -0.5881  0.938
O  0.8248  -1.2688  1.5055  -0.597
H  -4.4571  -0.7898  0.5445  0.393
C  2.9718  -0.4392  -2.3817  -0.372
H  -1.0757  2.8200  0.3526  0.252
H  1.4588  -3.2372  1.4132  0.236
H  3.3784  0.9657  1.4564  0.257
C  2.1876  -0.7482  1.7697  -0.072
H  -0.6302  -4.2275  2.2805  0.259
C  -3.3459  1.3634  -0.4794  -0.429
C  -1.0884  1.7502  0.5737  -0.446
N  -1.5364  0.1827  2.4513  -0.755
H  -1.6127  0.1355  3.4665  0.428
H  -3.2741  3.0250  1.7747  0.253
S  0.3227  -0.3799  -3.4687  2.398
H  -3.4898  2.4043  -0.7778  0.245
H  -0.0498  1.4229  0.5654  0.244
C  2.0426  1.6403  -3.1693  -0.209
C  2.3425  0.6683  1.2896  -0.652
O  0.4357  -0.8847  -4.7909  -0.883
O  -0.0024  -1.5442  -2.5142  -0.931
H  -4.6047  -0.3740  2.0950  0.388
H  2.3242  -0.8236  2.8494  0.190
H  -3.8836  0.7657  -1.2206  0.230
H  4.9759  -0.3480  -1.6815  0.260
C  -1.8480  1.0618  -0.5495  -0.088
C  4.2922  1.5827  -2.3438  -0.193
H  -0.9941  -3.2241  0.8835  0.232
H  -3.6154  1.7856  2.9591  0.221
H  1.1049  -2.6178  3.0434  0.194
H  2.1503  0.7538  0.2178  0.238
H  1.7115  1.3663  1.8428  0.195
H  -1.4549  1.4424  -1.4898  0.290
H  1.2112  2.1837  -3.5959  0.246
C  1.9013  0.2785  -2.9315  -0.254
S  2.9565  -2.1879  -1.9729  2.412
C  3.2327  2.2922  -2.8793  -0.197
H  -2.3315  -0.3637  2.0469  0.464


10.
Here is a single C4H5NO3 molecule at a distorted geometry from OMol25. Energies are from wB97M-V/def2-TZVPD.

## Properties
LUMO = -0.029 hartree
SMILES = O=C[C@@H]1N[C@H]1C(=O)O

Each line ends with the natural charge from an NBO analysis.
CARTESIAN COORDINATES (ANGSTROEM)
C  0.9028  -0.0787  -0.7335  -0.195
C  -0.2252  -0.1899  0.1550  -0.187
C  1.9814  -1.0718  -0.2160  0.383
O  -1.4779  1.4897  -0.8446  -0.662
N  0.7864  0.9397  0.3455  -0.594
H  1.0359  0.2215  -1.7737  0.243
H  -0.7215  1.9158  -0.5407  0.500
H  1.5557  0.7851  1.0473  0.404
O  1.9970  -1.4008  1.0955  -0.549
H  2.5269  -1.7339  -0.9331  0.172
H  -0.1993  -0.9463  0.9686  0.275
O  -2.5837  -0.2053  0.2885  -0.545
C  -1.5233  0.3590  -0.1226  0.756


11.
Here is a single C7H10 molecule at a distorted geometry from OMol25. Energies are from wB97M-V/def2-TZVPD.

## Properties
LUMO = 0.028 hartree
SMILES = C=C(C)C1=C[C@@H]1C

Each line ends with the natural charge from an NBO analysis.
CARTESIAN COORDINATES (ANGSTROEM)
H  -1.6027  1.8510  -0.0264  0.204
C  -0.5018  0.6517  1.3674  -0.223
H  1.6628  0.7083  -0.5046  0.228
H  -0.0030  0.6746  2.4367  0.163
C  -0.2401  -0.4787  0.4119  -0.012
C  0.6386  -1.0265  -0.7111  -0.015
H  -0.6969  -2.3779  -1.4299  0.192
C  1.9126  -0.2499  -0.9780  -0.646
H  -0.2302  2.7860  1.0562  0.215
H  2.0861  -0.3174  -2.0700  0.223
H  -2.3538  -0.9341  1.1591  0.222
H  -1.8304  2.1105  1.7637  0.211
H  0.7273  -2.1514  -2.5601  0.198
C  -1.1083  2.0383  1.0216  -0.630
H  2.7203  -0.8507  -0.4290  0.223
C  -1.3521  -0.5539  1.1358  -0.190
C  0.1718  -1.8799  -1.6435  -0.364


12.
Here is 4 unconnected molecules or ions with the total composition C3H11O4S at a distorted geometry from OMol25. Energies are from wB97M-V/def2-TZVPD.

## Properties
net charge = -1
LUMO = 0.099 hartree

Each line ends with the natural charge from an NBO analysis.
CARTESIAN COORDINATES (ANGSTROEM)
H  0.2467  -1.2613  -1.1073  0.221
H  -0.5997  1.3784  -3.2466  0.496
H  -1.7284  0.2547  0.7083  0.106
C  1.1839  0.3797  -0.1784  -0.517
H  0.3023  -1.4394  0.6744  0.192
O  0.6861  -2.3977  3.2262  -0.953
O  -2.1440  -0.8618  -0.8831  -0.570
H  -1.4182  0.1413  -3.0119  0.472
H  0.5907  -3.1339  2.6098  0.476
H  0.2700  0.0062  4.4077  0.464
C  -1.3461  -0.4010  -0.0925  0.462
O  -1.4797  0.9994  -3.4512  -0.991
H  0.8209  1.3163  4.0504  0.459
C  0.1123  -0.7437  -0.1569  -0.527
O  0.0709  0.7513  3.8195  -0.922
H  0.9889  1.0576  0.6383  0.182
H  1.4258  -1.8618  2.9289  0.478
S  1.2680  1.3123  -1.7109  -0.697
H  2.0946  -0.2024  -0.0142  0.169


In eV, the energy values for the records above are, in order, -19785.0850 -7831.7593 -10436.9235 -44284.1332 -8437.2333 -29008.9518 -24406.9523 -28768.3597 -60792.9828 -11858.7536 -7416.9269 -22315.3362.